(1)
The following is a quantum chemistry calculation of one molecule with the formula C7H8 at a distorted geometry, from the OMol25 dataset.

```
15
Properties=species:S:1:pos:R:3:forces:R:3:nbo_charge:R:1
H 0.869209 1.443678 0.682532 0.31 -1.26 0.21 0.213
H -2.951312 1.788602 0.742273 -0.11 2.62 -0.13 0.231
H 3.223856 0.101367 -0.257741 1.50 0.78 1.31 0.223
C 0.060236 -1.168182 -0.776416 0.36 1.14 -0.37 -0.192
H 2.932404 -0.305811 -1.924486 -0.04 -0.87 1.32 0.221
H -2.596890 0.747791 2.225953 -0.61 0.36 -0.67 0.234
C -2.800967 0.847985 1.137496 1.11 -1.52 0.44 -0.712
C 0.743209 0.350506 0.479160 -0.45 -0.09 -0.82 -0.205
H 2.980697 -1.692984 -0.651842 0.45 1.05 -0.18 0.242
H -3.656014 0.353085 0.761981 -1.66 -0.81 0.61 0.243
C 1.313680 -0.465234 -0.519088 -1.33 -0.22 1.28 0.000
H -0.491822 -1.252058 -1.745317 0.91 -0.52 0.74 0.206
C -0.610145 -0.331121 0.303897 1.56 0.79 -0.92 -0.188
C -1.763475 0.199323 0.375987 -0.72 -0.57 0.41 0.136
C 2.747331 -0.616946 -0.834390 -1.29 -0.90 -3.23 -0.652
```
Positions in Å, forces in eV/Å.

For the energy above the lowest of the compared OMol25 structures with the same formula, charge and spin, the calculation gives 7.133 eV. The total charge is 0. The calculation puts the total energy at -7381.614 eV. The molar mass comes out at 92.14 g mol⁻¹. The strongest force on any atom is 0.0698 hartree/bohr. Its LUMO energy (spin up / spin down) is 0.47 / 0.09 eV.

---

(2)
The following is a quantum chemistry calculation of a 2-piece molecular cluster, CH4Cl2N2 overall at a distorted geometry, from the OMol25 dataset.

```
9
Properties=species:S:1:pos:R:3:forces:R:3:nbo_charge:R:1
H -0.364671 1.236059 0.336423 -0.27 0.69 0.00 0.227
Cl 1.850041 -1.594267 -0.295583 -1.22 1.20 -0.45 0.043
Cl -1.801944 -1.195335 -0.473747 -0.40 -1.40 -1.83 0.131
H 1.117544 0.563056 1.230985 1.12 0.13 1.63 0.211
H -2.423218 0.398161 0.742939 0.95 -0.90 0.66 0.313
N 0.768544 -0.116075 -0.648310 2.74 -0.14 1.32 -0.480
C 0.519762 0.647188 0.396377 -1.67 -1.15 -1.64 -0.069
H -0.004753 -0.317825 -1.243511 -0.81 -0.67 -0.91 0.396
N -1.775294 -0.419319 0.954370 -0.45 2.24 1.22 -0.772
```
Positions in Å, forces in eV/Å.

For the energy above the lowest of the compared OMol25 structures with the same formula, charge and spin, the calculation gives 3.250 eV. The total charge is 0. The calculation puts the total energy at -29121.576 eV. The molar mass comes out at 114.96 g mol⁻¹. The strongest force on any atom is 0.0592 hartree/bohr. Its LUMO energy (spin up / spin down) is -0.98 / -0.54 eV.

---

(3)
The following is a quantum chemistry calculation of one molecule with the formula C28H28N4O3, from the OMol25 dataset.

```
63
Properties=species:S:1:pos:R:3:forces:R:3:nbo_charge:R:1
H -7.009628 -4.517822 -6.956126 -0.01 -0.04 -0.07 0.211
C 8.024265 5.842187 4.007806 -0.02 0.04 -0.03 -0.627
C 6.779975 4.758250 2.123186 -0.04 -0.04 0.05 -0.202
H -3.558856 -3.593970 -3.670475 0.07 -0.08 0.03 0.218
C -5.656116 -4.491152 -2.498889 -0.02 -0.01 0.10 -0.252
H -6.506542 -4.467013 -1.808184 0.08 -0.09 0.00 0.209
C -1.105418 -1.148127 0.150506 0.24 -0.14 0.08 0.662
H -3.149764 -3.595759 1.200098 0.02 0.00 0.03 0.209
C 0.358073 0.818385 0.376944 -0.03 -0.11 0.01 -0.236
H -6.586940 -0.724545 -5.043357 -0.01 0.09 0.00 0.212
C -3.307906 -3.289637 0.164315 0.02 -0.30 -0.05 -0.421
C 4.705951 3.622315 2.471586 0.29 0.22 0.17 0.215
H 5.897007 4.841235 5.375857 0.02 0.02 0.10 0.211
C 0.092167 -0.484367 0.765068 0.23 0.41 0.15 -0.086
C 2.265147 0.869928 1.853805 -0.36 -0.18 -0.16 -0.223
C -6.376183 -4.562001 -4.914319 0.02 0.00 0.10 -0.235
C 3.421069 1.576737 2.419053 0.05 -0.30 0.06 0.678
H -2.951539 -4.923725 -2.654057 -0.07 0.01 -0.04 0.154
N -4.556758 -3.786189 -1.866664 -0.08 -0.15 0.02 -0.441
C 0.900525 -1.107628 1.720049 -0.05 -0.03 -0.07 -0.245
H -5.411435 -5.553054 -2.689768 -0.06 0.07 0.02 0.168
C 5.712852 4.042306 1.616890 -0.10 -0.10 0.11 -0.209
H -1.361088 -3.016082 -2.659727 0.03 0.01 0.00 0.208
C -6.530052 -1.802766 -5.008295 -0.02 0.07 0.00 -0.203
C -6.064352 -3.820974 -3.783644 -0.05 -0.07 -0.07 0.061
H 7.562846 5.089247 1.456428 0.09 0.03 -0.08 0.210
H 1.144221 3.262581 -0.122517 0.20 0.02 0.14 0.424
C -4.331455 -4.205411 -0.499452 0.00 0.16 0.21 -0.210
C -6.767802 -3.929948 -6.082468 -0.05 -0.01 -0.11 -0.210
C 5.848599 4.620632 4.319487 0.02 0.02 -0.05 -0.216
H 7.938783 6.884308 3.700029 0.06 0.08 0.03 0.222
H -7.146377 -2.056295 -7.044817 -0.02 0.04 -0.07 0.212
C -2.274426 -2.954874 -2.064708 0.01 -0.29 -0.01 -0.422
H -5.892481 -1.863593 -2.960534 0.04 0.09 0.09 0.229
N 3.594419 2.877686 1.953615 0.36 0.16 0.22 -0.508
N 1.742389 2.788687 0.541325 -0.19 0.19 -0.25 -0.612
C -6.844282 -2.549298 -6.132404 -0.03 0.01 -0.12 -0.220
H -6.313963 -5.641107 -4.881892 0.03 -0.10 0.02 0.206
C 6.864461 5.055228 3.478967 -0.03 -0.05 0.00 -0.008
H 8.057322 5.807065 5.093544 0.05 0.02 0.07 0.215
H -0.293031 1.293850 -0.341158 -0.10 0.05 -0.07 0.236
O -2.084237 -0.506565 -0.175603 -0.20 0.19 -0.12 -0.620
C -1.991571 -3.340554 -0.611625 -0.37 0.30 -0.12 -0.038
N -0.980557 -2.484069 -0.007892 0.21 -0.30 0.07 -0.605
H 3.984481 3.576304 4.484225 -0.07 -0.05 0.05 0.219
C 1.445734 1.501635 0.912865 0.17 -0.55 0.37 0.283
C 4.769819 3.911123 3.824205 -0.08 -0.01 -0.22 -0.195
O 4.186427 1.087115 3.219009 -0.13 -0.02 -0.05 -0.573
H 2.614654 -0.886978 2.997573 0.05 -0.03 0.07 0.242
H 5.654632 3.815012 0.563587 -0.03 -0.01 -0.09 0.221
C -3.335980 -3.884036 -2.641343 0.18 0.24 -0.11 -0.224
H 0.671225 -2.104542 2.065117 -0.02 -0.09 0.04 0.217
O 2.979622 4.666557 0.673533 0.05 0.14 -0.04 -0.600
H -3.678500 -2.265663 0.151296 -0.01 -0.02 0.06 0.240
H -0.092069 -2.903081 0.210215 -0.04 0.11 -0.02 0.402
H -2.642937 -1.930127 -2.086218 0.04 0.02 -0.04 0.237
C 2.791578 3.529505 1.031523 -0.47 0.13 -0.32 0.795
H -5.278331 -4.142266 0.042603 0.03 -0.08 -0.02 0.205
H -1.593461 -4.362086 -0.579732 -0.02 0.10 0.01 0.196
H 8.961984 5.455079 3.613885 0.09 0.01 0.02 0.219
C -6.145997 -2.434560 -3.840297 -0.03 -0.03 0.00 -0.241
H -3.977961 -5.254606 -0.448035 -0.07 0.02 -0.01 0.153
C 1.974528 -0.432850 2.256761 0.09 0.21 -0.08 -0.117
```
Positions in Å, forces in eV/Å.

For the energy above the lowest of the compared OMol25 structures with the same formula, charge and spin, the calculation gives 0.000 eV. The total charge is 0. The calculation puts the total energy at -41596.215 eV. The molar mass comes out at 468.56 g mol⁻¹. The strongest force on any atom is 0.0133 hartree/bohr. Its LUMO energy is -0.09 eV.

---

> Which formula does entry 1 have?

C7H8